1:
{
  "formula": "C2H3N2OS",
  "method": "ωB97M-V with the def2-TZVPD basis set",
  "elements": ["C", "C", "N", "N", "O", "S", "H", "H", "H"],
  "xyz": [[-0.041, 0.148, 0.414], [-0.406, -0.497, -0.776], [-3.017, -0.915, 1.552], [-1.525, -1.160, -0.897], [-1.776, -1.813, -2.068], [-2.963, -1.404, 0.155], [0.772, 0.870, 0.470], [0.436, -0.585, -1.420], [-0.688, 0.166, 1.423]],
  "gap_ev": [5.89, 7.06],
  "total_charge": -1,
  "homo_ev": [-2.11, -2.81]
}



2:
{
  "formula": "C2H3N2OS",
  "method": "ωB97M-V with the def2-TZVPD basis set",
  "elements": ["O", "N", "C", "C", "N", "S", "H", "H", "H"],
  "xyz": [[2.124, 1.381, -0.149], [0.899, 1.243, 0.254], [0.507, -0.103, 0.433], [-0.483, -0.576, -0.674], [-1.748, -0.472, -0.665], [-2.665, 0.309, 0.372], [-0.203, -0.077, 1.271], [1.480, -0.638, 0.523], [0.089, -1.067, -1.367]],
  "gap_ev": [6.19, 6.19],
  "total_charge": -1,
  "homo_ev": [-2.57, -2.57],
  "smiles": "O=NC/C=N\\[S-]"
}



Most stable structure, least stable structure: 2, 1.



1:
{
  "formula": "C6H15N2",
  "method": "ωB97M-V with the def2-TZVPD basis set",
  "elements": ["C", "C", "C", "C", "C", "N", "C", "N", "H", "H", "H", "H", "H", "H", "H", "H", "H", "H", "H", "H", "H", "H", "H"],
  "xyz": [[1.798, -0.939, 2.222], [1.320, -0.324, 0.941], [-0.196, -0.503, 0.712], [-0.891, 0.145, -0.452], [-1.648, 1.306, -0.193], [-2.270, 1.961, -1.129], [-0.837, -0.468, -1.799], [2.156, -0.955, -0.218], [2.878, -0.872, 2.349], [1.511, -1.995, 2.353], [1.376, -0.468, 3.112], [1.528, 0.744, 0.879], [-0.486, -1.559, 0.816], [-0.605, -0.099, 1.634], [-1.732, 1.693, 0.804], [-2.889, 2.748, -0.949], [-2.338, 1.601, -2.070], [-1.824, -0.782, -2.169], [-0.435, 0.173, -2.604], [-0.251, -1.378, -1.814], [2.408, -0.257, -0.911], [1.604, -1.680, -0.673], [3.020, -1.387, 0.138]],
  "gap_ev": [10.84, 10.05],
  "total_charge": 2,
  "spin_multiplicity": 2,
  "homo_ev": [-17.79, -20.41]
}



2:
{
  "formula": "C6H15N2",
  "method": "ωB97M-V with the def2-TZVPD basis set",
  "elements": ["C", "C", "C", "C", "C", "C", "N", "N", "H", "H", "H", "H", "H", "H", "H", "H", "H", "H", "H", "H", "H", "H", "H"],
  "xyz": [[3.243, -0.244, 0.595], [2.213, 0.575, -0.162], [0.994, 0.946, 0.713], [-0.225, 1.140, -0.135], [-0.298, 2.364, -0.827], [-2.090, 0.230, -1.251], [-1.030, 0.120, -0.273], [-2.947, -3.466, 0.885], [3.874, 0.359, 1.238], [2.792, -1.040, 1.189], [3.936, -0.766, -0.063], [1.833, -0.025, -1.001], [1.244, 1.884, 1.227], [2.703, 1.463, -0.569], [0.488, 3.087, -0.648], [-1.148, 2.627, -1.457], [-2.699, 1.128, -1.143], [-2.794, -0.603, -1.178], [-1.671, 0.153, -2.253], [-3.059, -2.447, 0.947], [0.809, 0.249, 1.525], [-3.849, -3.951, 1.003], [-2.317, -3.782, 1.636]],
  "gap_ev": [6.44, 4.13],
  "total_charge": 2,
  "spin_multiplicity": 2,
  "homo_ev": [-17.55, -17.55]
}



Most stable structure, least stable structure: 1, 2.



1:
{
  "formula": "C2H8N2O2",
  "method": "ωB97M-V with the def2-TZVPD basis set",
  "elements": ["C", "N", "C", "N", "O", "H", "H", "H", "H", "H", "H", "O", "H", "H"],
  "xyz": [[-0.676, -2.227, 0.016], [-1.126, -0.917, 0.487], [-0.381, 0.179, 0.107], [-0.838, 1.473, 0.335], [0.776, 0.039, -0.380], [-0.503, -2.110, -1.153], [-1.524, -3.002, 0.187], [0.142, -2.540, 0.608], [-2.167, -0.714, 0.504], [-1.548, 1.960, 0.910], [-0.309, 2.126, -0.245], [2.704, 2.158, -0.734], [2.245, 1.263, -0.785], [3.203, 2.312, 0.143]],
  "gap_ev": 10.75,
  "homo_ev": -10.04,
  "smiles": "CNC(N)=O.O"
}



2:
{
  "formula": "C2H8N2O2",
  "method": "ωB97M-V with the def2-TZVPD basis set",
  "elements": ["O", "C", "O", "H", "H", "N", "C", "N", "H", "H", "H", "H", "H", "H"],
  "xyz": [[1.125, 1.297, -1.185], [2.001, 2.032, -0.883], [1.721, 3.378, -0.707], [3.063, 1.855, -0.684], [2.173, 3.802, 0.046], [-1.598, -1.972, -0.592], [-1.173, -1.786, 0.790], [-0.600, -0.498, 1.148], [-1.994, -1.154, -1.009], [-0.899, -2.456, -1.144], [-2.029, -1.952, 1.439], [-0.451, -2.564, 1.042], [-0.021, -0.168, 0.399], [-1.320, 0.186, 1.340]],
  "gap_ev": 9.07,
  "homo_ev": -8.52,
  "smiles": "O=CO.NCN"
}



3:
{
  "formula": "C2H8N2O2",
  "method": "ωB97M-V with the def2-TZVPD basis set",
  "elements": ["N", "C", "O", "H", "H", "H", "N", "C", "O", "H", "H", "H", "H", "H"],
  "xyz": [[-1.506, -0.525, -1.688], [-2.197, -0.126, -0.532], [-1.860, -0.507, 0.588], [-0.698, -1.118, -1.552], [-1.906, -0.855, -2.506], [-3.195, 0.143, -0.782], [1.571, 0.400, 1.755], [1.429, 0.801, 0.309], [1.005, -0.294, -0.513], [2.501, 0.488, 2.207], [0.964, -0.296, 2.219], [0.583, 1.506, 0.261], [2.400, 1.376, 0.065], [0.908, -0.995, 0.168]],
  "gap_ev": 10.12,
  "homo_ev": -9.13,
  "smiles": "NC=O.NCO"
}



4:
{
  "formula": "C2H8N2O2",
  "method": "ωB97M-V with the def2-TZVPD basis set",
  "elements": ["C", "C", "N", "N", "O", "O", "H", "H", "H", "H", "H", "H", "H", "H"],
  "xyz": [[-1.600, -0.470, 0.152], [1.837, 1.061, 0.743], [-1.197, 0.669, -0.570], [-0.386, -1.113, -0.399], [1.319, 0.690, -0.499], [-0.469, -1.750, -1.617], [-1.280, -2.284, -1.640], [-0.859, 1.422, 0.026], [0.719, -0.363, -0.467], [-2.504, -0.928, -0.253], [-1.564, -0.462, 1.243], [1.065, 1.238, 1.511], [2.519, 0.293, 1.138], [2.400, 1.997, 0.633]],
  "gap_ev": [7.75, 7.91],
  "homo_ev": [-8.54, -8.53]
}



Most stable structure, least stable structure: 1, 4.



1:
{
  "formula": "C2H8N2O2",
  "method": "ωB97M-V with the def2-TZVPD basis set",
  "elements": ["C", "N", "N", "C", "H", "H", "H", "H", "H", "H", "O", "O", "H", "H"],
  "xyz": [[0.088, -1.767, 1.089], [0.998, -0.576, 0.845], [0.646, 0.206, -0.056], [1.522, 1.284, -0.324], [0.440, -2.234, 1.978], [-0.954, -1.371, 1.245], [0.309, -2.444, 0.201], [0.970, 2.296, -0.094], [2.482, 1.218, 0.248], [1.655, 1.480, -1.395], [-1.999, -0.045, -1.346], [-2.341, 1.000, -0.547], [-1.458, 0.337, -2.127], [-2.359, 0.616, 0.282]],
  "gap_ev": 9.72,
  "homo_ev": -8.75,
  "smiles": "C/N=N/C.OO"
}



2:
{
  "formula": "C2H8N2O2",
  "method": "ωB97M-V with the def2-TZVPD basis set",
  "elements": ["C", "C", "N", "N", "O", "O", "H", "H", "H", "H", "H", "H", "H", "H"],
  "xyz": [[-0.453, 0.301, 0.440], [-0.098, -0.266, -0.806], [1.742, 0.457, -0.514], [-2.024, -0.368, -0.460], [2.421, 0.097, 0.714], [-0.243, -0.420, 1.540], [2.942, -0.671, 0.453], [-0.376, 0.114, 2.332], [1.701, 1.476, -0.437], [-0.613, 1.369, 0.532], [-2.629, 0.180, -1.063], [-2.383, -1.273, -0.178], [0.195, -1.303, -0.840], [-0.180, 0.307, -1.714]],
  "gap_ev": 7.47,
  "homo_ev": -6.85
}



3:
{
  "formula": "C2H8N2O2",
  "method": "ωB97M-V with the def2-TZVPD basis set",
  "elements": ["N", "C", "O", "H", "H", "H", "N", "C", "O", "H", "H", "H", "H", "H"],
  "xyz": [[-1.513, 1.593, 0.547], [-0.322, 2.126, 0.108], [0.370, 2.916, 0.689], [-1.688, 1.642, 1.544], [-1.649, 0.658, 0.206], [-0.091, 1.784, -0.919], [0.759, -2.790, -1.313], [0.605, -1.543, -0.657], [0.077, -1.725, 0.663], [1.419, -3.395, -0.838], [-0.127, -3.275, -1.317], [1.571, -1.027, -0.609], [-0.044, -0.913, -1.235], [0.047, -0.888, 1.136]],
  "gap_ev": 11.00,
  "homo_ev": -10.35,
  "smiles": "NC=O.NCO"
}



Most stable structure, least stable structure: 3, 2.